1.
{"formula": "C21H15HfN10O9Se", "method": "wB97M-V/def2-TZVPD", "elements": ["Hf", "O", "C", "C", "C", "N", "C", "C", "C", "O", "O", "C", "O", "O", "H", "H", "H", "Se", "N", "C", "C", "C", "C", "C", "N", "C", "C", "N", "C", "C", "C", "C", "C", "N", "H", "H", "H", "H", "H", "H", "N", "N", "C", "N", "N", "N", "O", "O", "H", "H", "H", "H", "H", "O", "C", "O", "H"], "positions_angstrom": [[-0.15, 0.10, -0.50], [-4.28, -3.76, -3.12], [-3.38, -3.04, -2.47], [-2.00, -3.23, -2.63], [-1.14, -2.44, -1.90], [-1.57, -1.51, -1.06], [-2.88, -1.26, -0.94], [-3.82, -2.02, -1.61], [-3.13, -0.01, -0.11], [-4.25, 0.36, 0.16], [-2.03, 0.58, 0.23], [0.39, -2.43, -2.00], [0.99, -3.24, -2.67], [0.89, -1.47, -1.30], [-3.87, -4.41, -3.70], [-1.61, -3.97, -3.31], [-4.88, -1.83, -1.51], [4.71, -1.37, 5.54], [4.94, -0.65, 3.96], [3.81, -0.73, 3.28], [3.61, -0.19, 1.97], [4.62, 0.48, 1.28], [4.32, 1.05, 0.06], [3.02, 0.95, -0.42], [2.06, 0.29, 0.20], [2.33, -0.29, 1.38], [1.25, -0.99, 2.07], [0.07, -1.13, 1.43], [-0.92, -1.73, 2.07], [-0.83, -2.21, 3.38], [0.37, -2.10, 4.04], [1.44, -1.49, 3.37], [2.73, -1.35, 3.99], [3.04, -1.75, 5.21], [5.60, 0.54, 1.72], [5.06, 1.59, -0.51], [2.74, 1.42, -1.36], [-1.86, -1.82, 1.54], [-1.68, -2.67, 3.84], [0.52, -2.46, 5.05], [0.15, 3.73, -2.87], [-1.02, 4.11, -2.22], [-1.35, 3.63, -1.02], [-2.41, 4.15, -0.41], [-0.58, 2.66, -0.50], [-0.66, 2.40, 0.77], [-1.28, 3.05, 1.56], [0.09, 1.49, 1.15], [0.87, 4.45, -2.79], [-0.02, 3.51, -3.84], [-1.62, 4.81, -2.64], [-2.97, 4.88, -0.83], [-2.64, 3.83, 0.52], [0.83, 0.96, -2.23], [-0.21, 0.88, -2.91], [-1.31, 0.68, -2.37], [-0.15, 0.97, -4.01]], "max_force_ev_per_a": 3.22, "molar_mass_g_mol": 808.9, "total_charge": 1, "relative_energy_ev": 0.621, "multiplicity": 1, "e_lumo_ha": -0.1235, "gap_ev": 8.26}

2.
{"formula": "C30H37MnO8S", "method": "wB97M-V/def2-TZVPD", "elements": ["C", "C", "C", "C", "H", "H", "C", "H", "H", "C", "H", "H", "C", "C", "C", "O", "O", "O", "O", "C", "H", "H", "H", "C", "H", "H", "H", "O", "H", "H", "C", "C", "H", "H", "H", "H", "H", "H", "Mn", "C", "C", "C", "H", "C", "C", "H", "H", "H", "H", "C", "C", "C", "H", "C", "C", "H", "H", "H", "H", "C", "C", "C", "C", "C", "C", "C", "S", "O", "O", "O", "H", "H", "H", "H", "H", "H", "H"], "positions_angstrom": [[0.15, -0.76, -5.30], [-0.02, -1.50, -3.94], [-0.30, 0.69, -5.09], [-1.12, 0.74, -3.75], [-0.93, 0.98, -5.94], [0.57, 1.37, -5.05], [-1.18, -0.82, -3.28], [0.92, -1.40, -3.37], [-0.23, -2.56, -4.13], [-1.58, -1.48, -1.92], [-2.06, -1.11, -3.89], [-2.16, 1.03, -4.01], [-0.61, 1.84, -2.90], [1.59, -0.88, -5.77], [-0.60, -1.38, -6.47], [-1.08, -0.74, -7.41], [2.55, -0.79, -5.03], [1.68, -1.11, -7.09], [-0.69, -2.71, -6.44], [-1.23, -3.26, -7.65], [-1.12, -4.34, -7.54], [-0.67, -2.88, -8.51], [-2.28, -2.97, -7.75], [3.02, -1.28, -7.56], [3.63, -0.41, -7.31], [2.91, -1.40, -8.64], [3.47, -2.18, -7.11], [-0.77, -1.61, -0.78], [-1.70, -2.53, -2.22], [-2.58, -1.09, -1.65], [-1.54, 2.49, -1.95], [0.84, 1.82, -2.60], [1.41, 2.58, -3.16], [1.27, 0.84, -2.88], [1.01, 2.04, -1.53], [-1.06, 2.57, -0.96], [-2.48, 1.91, -1.88], [-1.83, 3.51, -2.24], [-0.62, -0.80, 0.85], [-2.08, 0.24, 2.26], [-2.76, -0.08, 1.05], [-2.71, -1.51, 0.88], [-3.35, 0.61, 0.43], [-1.93, -2.06, 1.94], [-1.59, -0.97, 2.83], [-1.17, -1.10, 3.82], [-2.07, 1.22, 2.73], [-3.28, -2.07, 0.14], [-1.72, -3.12, 2.09], [1.36, 0.26, 1.61], [1.04, -0.93, 2.34], [1.01, -2.04, 1.42], [1.00, -1.00, 3.42], [1.36, -1.52, 0.11], [1.59, -0.11, 0.25], [2.01, 0.52, -0.54], [1.51, 1.25, 2.03], [0.88, -3.09, 1.66], [1.59, -2.10, -0.78], [1.67, 2.61, 10.76], [1.24, 2.29, 9.36], [1.60, 1.07, 8.78], [1.20, 0.75, 7.49], [0.44, 1.67, 6.76], [0.06, 2.89, 7.32], [0.47, 3.20, 8.62], [-0.08, 1.26, 5.09], [0.09, -0.20, 5.13], [-1.46, 1.73, 5.03], [0.85, 1.96, 4.20], [1.17, 1.95, 11.49], [2.75, 2.45, 10.88], [1.44, 3.64, 11.02], [2.20, 0.36, 9.36], [1.48, -0.21, 7.05], [-0.56, 3.57, 6.75], [0.20, 4.16, 9.07]], "max_force_ev_per_a": 2.90, "molar_mass_g_mol": 612.6, "total_charge": -1, "multiplicity": 4, "e_lumo_ha": [0.0775, 0.0774], "gap_ev": [5.76, 6.81]}

3.
{"formula": "C9H36N14O9", "method": "wB97M-V/def2-TZVPD", "elements": ["C", "O", "H", "H", "H", "H", "C", "O", "H", "H", "H", "H", "C", "O", "N", "N", "H", "H", "H", "H", "C", "O", "N", "N", "H", "H", "H", "H", "C", "O", "N", "N", "H", "H", "H", "H", "C", "O", "N", "N", "H", "H", "H", "H", "C", "O", "N", "N", "H", "H", "H", "H", "C", "O", "N", "N", "H", "H", "H", "H", "C", "O", "N", "N", "H", "H", "H", "H"], "positions_angstrom": [[0.08, 3.91, 3.36], [-0.32, 2.56, 3.03], [-0.22, 4.20, 4.39], [1.14, 3.82, 3.38], [-0.24, 4.59, 2.63], [-1.06, 2.26, 3.58], [-1.12, 1.06, -0.59], [-1.91, 1.81, 0.28], [-1.02, 0.01, -0.31], [-1.64, 1.20, -1.53], [-0.09, 1.44, -0.69], [-1.44, 2.03, 1.12], [0.58, -3.58, -1.50], [0.37, -2.34, -1.37], [0.45, -4.20, -2.75], [0.93, -4.34, -0.44], [0.65, -3.50, -3.54], [0.95, -5.08, -2.89], [0.94, -5.37, -0.32], [0.82, -3.77, 0.44], [-1.63, -3.07, 1.89], [-0.47, -3.42, 2.37], [-2.74, -3.38, 2.72], [-1.83, -2.38, 0.76], [-3.63, -3.46, 2.25], [-2.59, -4.18, 3.32], [-1.02, -2.17, 0.19], [-2.76, -2.24, 0.41], [-4.43, -1.20, -1.40], [-4.15, -2.13, -0.62], [-4.85, -1.52, -2.66], [-4.37, 0.14, -1.03], [-5.35, -1.02, -3.37], [-4.86, -2.52, -2.73], [-4.08, 0.78, -1.73], [-3.80, 0.26, -0.25], [2.38, -1.36, 2.90], [3.02, -0.29, 2.91], [3.02, -2.54, 2.73], [1.02, -1.33, 3.16], [2.71, -3.42, 3.16], [3.99, -2.46, 2.70], [0.69, -0.42, 3.03], [0.47, -2.10, 2.82], [2.65, 1.65, -0.23], [2.43, 2.45, -1.15], [2.98, 1.96, 1.06], [2.74, 0.33, -0.52], [2.97, 1.24, 1.75], [2.88, 2.94, 1.34], [2.98, -0.28, 0.22], [2.43, -0.11, -1.42], [1.41, 5.44, 0.56], [0.89, 6.14, 1.33], [2.73, 5.71, 0.22], [0.96, 4.39, -0.07], [3.17, 5.24, -0.61], [3.13, 6.62, 0.42], [0.17, 3.98, 0.44], [1.44, 3.63, -0.52], [0.41, -0.01, -4.53], [0.74, 0.73, -5.41], [0.35, 0.38, -3.15], [-0.10, -1.31, -4.72], [0.14, -0.32, -2.45], [0.92, 1.11, -2.74], [-0.32, -1.55, -5.66], [-0.70, -1.63, -3.99]], "max_force_ev_per_a": 5.43, "molar_mass_g_mol": 484.5, "total_charge": 0, "relative_energy_ev": 0.823, "multiplicity": 1, "e_lumo_ha": 0.0075, "gap_ev": 9.48}